No. 1
# C2H6NO2

A cluster of 2 separate species, C2H6NO2 in total in a non-equilibrium geometry (ωB97M-V/def2-TZVPD, OMol25).

Results
Frontier orbital gap (eV): 10.18
Maximum force (hartree/bohr): 0.0537
Total charge: +1
Relative energy (zero: lowest compared OMol25 entry of this formula, charge and spin) (kJ/mol): 616.7
E_HOMO (eV): -16.902

Geometry (Å):
C -1.027 -0.340 1.677
C 1.014 0.440 -2.035
N -0.051 -0.238 0.650
O 1.004 -0.742 0.780
O -0.395 0.314 -0.410
H -1.021 -1.341 2.087
H -1.954 0.149 1.328
H -0.770 0.413 2.399
H 1.916 -0.052 -1.704
H 0.839 1.511 -1.918
H 0.444 -0.113 -2.852

Löwdin population analysis, charges in e, atoms 1 to 8: atom 1 (C): 0.08, atom 2 (C): 0.40, atom 3 (N): -0.39, atom 4 (O): 0.19, atom 5 (O): 0.05, atom 6 (H): 0.13, atom 7 (H): 0.14, atom 8 (H): 0.12

---

No. 2
# C2H6NO2

A cluster of 2 separate species, C2H6NO2 in total in a non-equilibrium geometry (ωB97M-V/def2-TZVPD, OMol25).

Results
Frontier orbital gap (alpha / beta) (eV): 6.09 / 9.27
Maximum force (hartree/bohr): 0.0573
Total charge: +1
Relative energy (zero: lowest compared OMol25 entry of this formula, charge and spin) (kJ/mol): 90.5
⟨S²⟩: 2.011
2S+1: 3
E_HOMO (alpha / beta) (eV): -13.122 / -18.729

Geometry (Å):
C -0.920 1.630 1.390
C 0.831 -1.964 -0.381
N 0.566 0.330 0.261
O 1.666 0.521 -0.086
O -0.013 -0.779 0.190
H -1.320 2.194 0.584
H -0.609 2.207 2.172
H -1.292 0.664 1.446
H 1.786 -2.004 0.155
H 1.047 -1.818 -1.443
H 0.015 -2.756 -0.156

Löwdin population analysis, charges in e, atoms 1 to 8: atom 1 (C): 0.21, atom 2 (C): 0.13, atom 3 (N): -0.08, atom 4 (O): 0.31, atom 5 (O): 0.00, atom 6 (H): 0.04, atom 7 (H): 0.01, atom 8 (H): 0.01

---

No. 3
# C2H6NO2P

An isolated molecule of C2H6NO2P in a non-equilibrium geometry (ωB97M-V/def2-TZVPD, OMol25).

Results
Frontier orbital gap (eV): 9.31
Maximum force (hartree/bohr): 0.1995
Relative energy (zero: lowest compared OMol25 entry of this formula, charge and spin) (kJ/mol): 206.6
SMILES: CC(=O)[P@H](N)=O
E_HOMO (eV): -10.024

Geometry (Å):
C 1.466 1.148 -0.084
C 0.737 -0.056 -0.049
O 1.416 -1.352 -0.051
P -1.088 -0.024 0.373
N -1.802 -1.366 -0.394
O -1.602 1.285 0.140
H 1.300 1.679 0.923
H 0.959 1.791 -0.713
H 2.489 1.008 -0.396
H -0.986 -0.424 1.753
H -1.595 -1.353 -1.409
H -1.295 -2.336 -0.093

Löwdin population analysis, charges in e, atoms 1 to 8: atom 1 (C): -0.09, atom 2 (C): -0.36, atom 3 (O): -0.15, atom 4 (P): 0.55, atom 5 (N): -0.15, atom 6 (O): -0.34, atom 7 (H): 0.15, atom 8 (H): 0.06

---

No. 4
# C2H6NO2P

A cluster of 2 separate species, C2H6NO2P in total in a non-equilibrium geometry (ωB97M-V/def2-TZVPD, OMol25).

Results
Frontier orbital gap (eV): 9.39
Maximum force (hartree/bohr): 0.0411
Relative energy (zero: lowest compared OMol25 entry of this formula, charge and spin) (kJ/mol): 112.7
SMILES: N=C=O.CPO
E_HOMO (eV): -8.597

Geometry (Å):
N 3.160 0.330 0.018
C 2.289 0.981 0.506
O 1.602 1.451 1.311
H 3.320 -0.098 -0.872
C -1.799 -0.684 -0.955
P -0.537 0.290 -0.167
O -0.487 -0.648 1.161
H -2.340 -1.192 -0.161
H -2.378 0.038 -1.551
H -1.270 -1.407 -1.684
H -1.368 1.315 0.376
H -0.191 -0.379 2.017

Löwdin population analysis, charges in e, atoms 1 to 8: atom 1 (N): 0.20, atom 2 (C): -0.51, atom 3 (O): 0.08, atom 4 (H): 0.08, atom 5 (C): -0.36, atom 6 (P): 0.75, atom 7 (O): -0.37, atom 8 (H): 0.03

---

No. 5
# C2H6NO2P

A cluster of 2 separate species, C2H6NO2P in total in a non-equilibrium geometry (ωB97M-V/def2-TZVPD, OMol25).

Results
Frontier orbital gap (alpha / beta) (eV): 8.36 / 7.77
Maximum force (hartree/bohr): 0.0633
Relative energy (zero: lowest compared OMol25 entry of this formula, charge and spin) (kJ/mol): 370.6
E_HOMO (alpha / beta) (eV): -8.099 / -8.550

Geometry (Å):
C 0.872 0.757 -1.257
C 0.617 -0.388 1.232
N -2.898 0.332 1.110
O -3.711 -0.254 0.592
O -0.297 -1.760 -1.140
P -0.208 -0.463 -0.487
H 0.827 1.640 -0.619
H 1.888 0.326 -1.539
H 0.535 0.986 -2.230
H 0.483 -1.399 1.588
H 1.695 -0.199 0.994
H 0.197 0.422 1.756

Löwdin population analysis, charges in e, atoms 1 to 8: atom 1 (C): -0.27, atom 2 (C): -0.22, atom 3 (N): 0.03, atom 4 (O): -0.01, atom 5 (O): -0.40, atom 6 (P): 0.66, atom 7 (H): 0.04, atom 8 (H): 0.08

---

No. 6
# C2H6NO2P

An isolated molecule of C2H6NO2P in a non-equilibrium geometry (ωB97M-V/def2-TZVPD, OMol25).

Results
Frontier orbital gap (alpha / beta) (eV): 7.58 / 7.64
Maximum force (hartree/bohr): 0.1030
Relative energy (zero: lowest compared OMol25 entry of this formula, charge and spin) (kJ/mol): 351.0
E_HOMO (alpha / beta) (eV): -6.709 / -6.799

Geometry (Å):
C -0.745 1.192 0.021
C -1.293 -1.171 -0.128
N -1.612 0.143 -0.077
O 0.541 1.109 0.204
O 2.477 -0.491 0.604
P 1.668 0.261 -0.606
H -1.198 2.083 0.525
H -0.253 -1.267 -0.325
H -1.863 -1.923 -0.623
H -2.659 0.251 0.106
H 2.194 -1.322 0.813
H 2.742 1.135 -0.513

Löwdin population analysis, charges in e, atoms 1 to 8: atom 1 (C): -0.32, atom 2 (C): -0.09, atom 3 (N): -0.08, atom 4 (O): -0.31, atom 5 (O): -0.30, atom 6 (P): 0.84, atom 7 (H): 0.13, atom 8 (H): -0.04

---

No. 7
# C2H6NO2P

An isolated molecule of C2H6NO2P in a non-equilibrium geometry (ωB97M-V/def2-TZVPD, OMol25).

Results
Frontier orbital gap (alpha / beta) (eV): 5.52 / 7.59
Maximum force (hartree/bohr): 0.1676
Relative energy (zero: lowest compared OMol25 entry of this formula, charge and spin) (kJ/mol): 162.7
⟨S²⟩: 2.020
2S+1: 3
E_HOMO (alpha / beta) (eV): -4.583 / -10.359

Geometry (Å):
C -1.475 1.045 -0.226
C -1.524 0.704 1.300
N -0.321 1.176 -0.914
O -2.510 1.225 -0.800
O 2.178 -0.254 -0.161
P 1.141 1.002 -0.197
H -1.954 1.537 1.860
H -0.458 0.555 1.728
H -2.184 -0.171 1.489
H 1.888 -0.999 -0.721
H 1.147 1.332 1.185
H 1.870 2.005 -0.703

Löwdin population analysis, charges in e, atoms 1 to 8: atom 1 (C): -0.68, atom 2 (C): -0.02, atom 3 (N): -0.15, atom 4 (O): 0.23, atom 5 (O): -0.31, atom 6 (P): 0.70, atom 7 (H): 0.07, atom 8 (H): 0.05

---

No. 8
# C2H6NO2S

A cluster of 2 separate species, C2H6NO2S in total in a non-equilibrium geometry (ωB97M-V/def2-TZVPD, OMol25).

Results
Frontier orbital gap (eV): 7.76
Maximum force (hartree/bohr): 0.0777
Total charge: -1
Relative energy (zero: lowest compared OMol25 entry of this formula, charge and spin) (kJ/mol): 380.7
E_HOMO (eV): -3.642

Geometry (Å):
C 1.243 -0.121 -1.528
C 2.334 -0.825 -1.493
N -1.579 -0.874 1.433
O -2.630 1.673 1.944
O -0.223 1.175 0.793
S -1.634 0.588 0.812
H 1.018 0.428 -0.641
H 2.868 -1.052 -0.593
H -2.210 1.955 2.751
H 2.427 -1.559 -2.335
H 0.809 -0.049 -2.530
H -2.424 -1.340 1.386

Löwdin population analysis, charges in e, atoms 1 to 8: atom 1 (C): -0.08, atom 2 (C): -0.12, atom 3 (N): -0.38, atom 4 (O): -0.45, atom 5 (O): -0.62, atom 6 (S): 0.66, atom 7 (H): 0.00, atom 8 (H): 0.03

---

No. 9
# C2H6NO2S2

A cluster of 2 separate species, C2H6NO2S2 in total in a non-equilibrium geometry (ωB97M-V/def2-TZVPD, OMol25).

Results
Frontier orbital gap (alpha / beta) (eV): 4.75 / 7.10
Maximum force (hartree/bohr): 0.0693
Total charge: -1
⟨S²⟩: 2.007
2S+1: 3
E_HOMO (alpha / beta) (eV): -1.179 / -4.975

Geometry (Å):
C -1.112 0.521 -0.913
C -1.788 -0.699 0.870
N -1.634 0.564 0.192
O 1.424 0.727 -1.614
O 1.553 -1.356 -0.514
S 3.920 0.822 0.391
S 1.653 0.087 -0.338
H 3.315 1.534 1.403
H -0.638 -0.397 -1.367
H -0.976 1.381 -1.493
H -1.375 -0.874 1.953
H -2.902 -0.748 1.069
H -1.440 -1.563 0.362

Löwdin population analysis, charges in e, atoms 1 to 8: atom 1 (C): -0.18, atom 2 (C): -0.19, atom 3 (N): -0.09, atom 4 (O): -0.57, atom 5 (O): -0.56, atom 6 (S): 0.16, atom 7 (S): 0.38, atom 8 (H): -0.28

---

No. 10
# C2H6NO2Si

A structure of composition C2H6NO2Si in a non-equilibrium geometry (ωB97M-V/def2-TZVPD, OMol25).

Results
Frontier orbital gap (eV): 8.12
Maximum force (hartree/bohr): 0.1207
Total charge: -1
Relative energy (zero: lowest compared OMol25 entry of this formula, charge and spin) (kJ/mol): 42.6
E_HOMO (eV): -4.129

Geometry (Å):
C -1.613 -0.922 -1.167
C -0.430 -1.615 -0.509
N 0.285 -0.425 0.508
O -1.686 0.320 -0.916
O -2.396 -1.510 -1.845
Si -0.332 1.099 0.178
H 0.377 -2.075 -1.068
H -0.676 -2.562 -0.023
H 1.291 -0.658 0.458
H -1.469 1.399 1.045
H -0.120 2.170 -0.821
H 0.992 1.748 1.296

Löwdin population analysis, charges in e, atoms 1 to 8: atom 1 (C): -0.72, atom 2 (C): -0.07, atom 3 (N): -0.17, atom 4 (O): -0.16, atom 5 (O): 0.03, atom 6 (Si): 0.18, atom 7 (H): 0.08, atom 8 (H): 0.08